[1]
121
Properties=species:S:1:pos:R:3:forces:R:3 method="wB97M-V/def2-TZVPD" lumo_ev=1.74 total_charge=-1 e_above_lowest_kcal_mol=0.0 mol_weight_g_mol=801.94
C 6.4476 -4.5652 3.9997 0.08 0.51 -0.34
C 5.8122 -3.6954 2.9362 0.03 -0.27 0.20
C 5.9256 -2.3100 2.9792 -0.21 -0.16 -0.40
C 5.3452 -1.5480 1.9651 0.20 -0.34 0.28
C 4.6560 -2.1630 0.9295 -0.07 0.18 0.07
C 4.5043 -3.5485 0.8790 0.12 -0.36 0.27
C 3.7452 -4.2794 -0.2182 0.04 0.66 -0.05
C 2.6550 -3.4907 -0.9509 -0.35 -0.43 0.74
C 1.2717 -4.0380 -0.6323 0.84 -0.08 -1.24
O 0.3804 -3.0281 -0.0417 -0.38 -0.33 0.40
C 0.3354 -3.0382 1.3123 0.36 0.41 0.19
C -0.0660 -4.1576 2.0390 -0.04 0.27 0.25
C -0.1295 -4.1218 3.4285 0.17 -0.20 0.25
C -0.6083 -5.3213 4.2088 -0.37 0.33 -0.16
C 0.2426 -2.9663 4.1117 0.02 0.11 -0.82
C 0.6469 -1.8510 3.3796 -0.27 -0.28 0.07
C 0.6870 -1.8547 1.9866 0.43 -0.29 0.05
C 1.0870 -0.6348 1.1913 -1.17 0.86 0.22
C -0.2190 0.0214 0.6546 0.26 -0.22 -0.04
C 1.8280 0.4311 2.0184 0.12 -0.93 -0.56
C 5.0984 -4.2963 1.9022 0.06 0.63 -0.26
H 5.6900 -5.0186 4.6318 -0.02 -0.20 0.12
H 7.1132 -3.9651 4.6164 0.01 0.02 0.19
H 7.0600 -5.3319 3.5288 -0.06 -0.25 0.06
H 6.4682 -1.8363 3.7853 0.06 0.06 0.09
H 5.4534 -0.4728 2.0099 -0.09 0.12 -0.15
H 4.2072 -1.5541 0.1606 -0.04 0.02 -0.13
H 4.5086 -4.6515 -0.9141 0.14 -0.13 0.01
H 3.3275 -5.1789 0.2548 -0.04 -0.17 -0.03
H 2.6310 -2.4742 -0.5639 0.13 0.22 -0.23
H 1.3291 -4.9328 0.0073 -0.15 0.02 0.18
H 0.7579 -4.3501 -1.5446 -0.50 0.11 0.09
H -0.3517 -5.0585 1.5148 0.04 -0.09 -0.10
H -0.0240 -5.4777 5.1111 0.17 -0.11 0.02
H -0.6186 -6.2208 3.5995 0.13 -0.13 0.00
H -1.6362 -5.1400 4.5287 -0.11 -0.09 0.07
H 0.2259 -2.9304 5.1901 -0.02 -0.04 0.16
H 0.9283 -0.9691 3.9360 0.08 0.16 -0.07
H 1.6552 -0.8943 0.3080 0.33 -0.38 0.10
H -0.0710 1.0889 0.5037 -0.01 0.14 -0.13
H -1.0251 -0.1219 1.3727 -0.09 0.14 0.10
H -0.5244 -0.4304 -0.2855 -0.06 -0.07 -0.08
H 1.1115 1.0641 2.5329 0.04 0.14 0.27
H 2.4995 -0.0692 2.7124 0.19 0.26 0.16
H 2.4119 1.0195 1.3162 0.07 0.34 0.12
H 5.0102 -5.3744 1.8557 0.01 -0.15 0.10
C -0.9015 7.1639 -0.3431 0.17 0.07 0.14
C -1.2851 5.7003 -0.2979 -0.27 0.19 -0.19
O -0.2476 4.8883 0.2661 0.04 -0.03 -0.02
C -0.1332 4.9423 1.5919 -0.02 -0.09 -0.08
O -0.8246 5.5880 2.3384 0.00 0.03 0.02
O 0.8752 4.1511 1.9504 0.02 0.02 0.07
C 1.1617 4.1703 3.3502 0.13 -0.12 0.20
H 0.0464 7.2938 -0.8679 -0.05 -0.03 -0.09
H -1.6730 7.7389 -0.8568 -0.01 -0.03 -0.03
H -0.7806 7.5689 0.6607 -0.08 -0.03 0.02
H -1.4302 5.3185 -1.3068 0.12 -0.12 0.03
H -2.2143 5.5471 0.2507 0.07 0.01 0.12
H 0.2709 3.9563 3.9365 -0.06 0.09 -0.04
H 1.5740 5.1384 3.6322 -0.09 0.03 0.04
H 1.8999 3.3951 3.5348 0.02 -0.03 -0.20
C -4.9478 11.1186 -3.7784 -0.19 -0.10 0.10
C -3.9060 10.0226 -3.8487 0.06 0.31 -0.17
O -4.1991 8.9457 -2.9451 0.08 -0.04 0.03
C -5.1643 8.1128 -3.3277 -0.01 0.03 0.06
O -5.7909 8.1746 -4.3565 0.00 0.00 0.11
O -5.3209 7.1973 -2.3762 0.01 -0.02 0.00
C -6.3762 6.2615 -2.6184 -0.09 -0.18 0.05
H -5.0632 11.4665 -2.7511 0.09 0.05 -0.01
H -4.6523 11.9598 -4.4052 0.04 0.00 0.01
H -5.9182 10.7601 -4.1190 0.04 -0.02 -0.07
H -2.9374 10.4038 -3.5314 0.01 -0.12 0.11
H -3.7947 9.6368 -4.8617 -0.10 -0.08 0.01
H -6.2590 5.7842 -3.5885 -0.01 0.07 -0.04
H -7.3417 6.7613 -2.5604 0.01 0.02 -0.09
H -6.3076 5.5126 -1.8353 0.09 0.07 0.05
C -2.9275 7.7343 -6.9987 0.07 0.00 -0.23
C -4.4255 7.5489 -7.1309 0.26 -0.06 0.21
O -4.8932 7.9391 -8.4359 -0.02 0.03 -0.03
C -4.6467 7.0765 -9.4160 -0.10 0.01 0.08
O -4.1051 6.0072 -9.3089 0.04 -0.01 -0.03
O -5.1220 7.5932 -10.5536 0.01 0.02 -0.03
C -4.8698 6.7916 -11.7081 -0.04 -0.02 -0.18
H -2.6488 8.7613 -7.2437 -0.03 0.02 0.10
H -2.6086 7.5141 -5.9788 -0.03 0.01 0.01
H -2.3853 7.0755 -7.6757 -0.03 -0.07 0.05
H -4.9450 8.1905 -6.4316 -0.19 0.10 -0.11
H -4.7226 6.5218 -6.9212 0.02 -0.03 -0.14
H -5.2324 5.7760 -11.5658 0.07 -0.02 0.06
H -3.8044 6.7783 -11.9334 0.01 -0.08 0.05
H -5.4072 7.2572 -12.5295 -0.02 0.09 0.07
C -2.9353 -2.4160 0.9792 -0.40 0.25 0.14
C -3.5847 -3.7213 0.5901 0.44 0.03 -0.15
O -4.8850 -3.8918 1.1985 -0.06 -0.04 0.05
C -5.8764 -3.2069 0.6514 0.13 -0.13 -0.01
O -5.8180 -2.4920 -0.3153 -0.05 0.05 -0.01
O -6.9920 -3.4604 1.3530 -0.05 0.02 0.03
C -8.1341 -2.7340 0.9077 -0.16 0.01 0.03
H -2.8860 -2.3229 2.0664 0.14 -0.09 -0.01
H -1.9301 -2.3679 0.5752 0.06 -0.06 -0.06
H -3.4993 -1.5633 0.5991 -0.02 -0.05 -0.09
H -2.9892 -4.5550 0.9570 -0.13 -0.05 0.10
H -3.6697 -3.8241 -0.4914 -0.14 0.08 0.01
H -8.3051 -2.8857 -0.1562 0.06 0.06 -0.02
H -8.0127 -1.6716 1.1163 0.02 0.02 -0.09
H -8.9820 -3.1174 1.4695 0.07 -0.06 0.06
C 8.5710 -11.4082 6.0953 -0.14 -0.07 -0.16
C 9.0142 -10.0109 5.7154 0.11 -0.07 0.33
O 8.7530 -9.7216 4.3371 0.05 -0.01 -0.05
C 7.4790 -9.4436 4.0454 0.04 0.12 -0.03
O 6.5706 -9.3950 4.8331 -0.03 -0.05 0.02
O 7.3964 -9.2177 2.7380 0.01 -0.04 -0.02
C 6.0706 -8.9559 2.2642 -0.20 0.09 -0.17
H 9.0260 -12.1442 5.4307 0.08 0.01 0.05
H 8.8627 -11.6312 7.1219 0.03 0.01 0.00
H 7.4900 -11.5104 6.0146 -0.01 0.06 0.05
H 10.0930 -9.9158 5.8275 0.01 0.04 -0.15
H 8.5460 -9.2559 6.3469 -0.11 -0.02 -0.07
H 5.6095 -8.1429 2.8199 0.01 -0.05 0.08
H 5.4608 -9.8552 2.3376 -0.02 0.02 0.11
H 6.1590 -8.6695 1.2206 0.17 -0.01 0.02

---

[2]
114
Properties=species:S:1:pos:R:3:forces:R:3 method="wB97M-V/def2-TZVPD" lumo_ev="-0.43 / -0.69" total_charge=0 s2=3.860 mol_weight_g_mol=787.30 spin_multiplicity=4
V 0.0692 0.9902 0.2610 -0.56 -0.13 0.15
C 3.6906 -3.6214 -0.3423 0.04 0.02 -0.02
C 4.9991 -2.8468 -0.2288 0.00 -0.02 -0.02
C 5.8245 -3.1026 -1.4975 -0.01 0.00 0.02
C 5.7604 -3.3692 0.9966 -0.02 0.00 -0.01
C 4.7642 -1.3449 -0.0866 -0.01 -0.01 0.00
C 5.8802 -0.5057 0.0858 -0.01 0.02 -0.01
C 5.7608 0.8603 0.2004 0.00 0.00 0.00
C 4.4874 1.4132 0.1444 -0.04 -0.04 -0.02
S 4.0244 3.0783 0.2367 -0.06 -0.09 0.01
C 2.3675 2.6043 0.0614 0.19 -0.13 -0.03
N 2.1643 1.3173 -0.0449 0.10 0.14 -0.05
C 3.3588 0.6073 -0.0123 0.11 -0.01 0.00
C 3.5029 -0.7760 -0.1360 0.05 0.05 0.02
C 1.2842 3.5660 -0.0976 0.06 0.18 0.00
C 1.5673 4.9302 0.0274 -0.15 0.01 -0.07
C 0.6155 5.8533 -0.3560 -0.01 -0.02 -0.01
C -0.5869 5.3906 -0.8806 0.00 -0.01 0.02
C -0.8673 4.0309 -0.9281 -0.05 0.01 0.02
C 0.0349 3.0453 -0.4991 0.13 0.06 0.02
H 3.9016 -4.6848 -0.4638 0.01 -0.03 0.00
H 3.1065 -3.3034 -1.2053 -0.01 0.00 0.02
H 3.0748 -3.5049 0.5494 -0.01 0.01 0.03
H 6.0082 -4.1718 -1.6161 0.00 -0.03 0.00
H 6.7892 -2.5973 -1.4586 0.03 0.01 0.00
H 5.2935 -2.7468 -2.3820 -0.01 0.01 -0.02
H 5.9136 -4.4456 0.9055 0.00 -0.03 0.00
H 5.1954 -3.1806 1.9102 -0.02 0.01 0.03
H 6.7389 -2.9028 1.1016 0.04 0.02 0.00
H 6.8693 -0.9409 0.1220 0.03 -0.01 0.01
H 6.6350 1.4841 0.3257 0.02 0.02 0.01
H 2.6121 -1.3739 -0.2674 -0.03 -0.03 0.00
H 2.5266 5.2681 0.4030 0.02 -0.01 -0.01
H 0.8129 6.9141 -0.2764 0.00 0.01 0.00
H -1.3252 6.1002 -1.2357 0.00 0.00 0.00
H -1.8401 3.7481 -1.3044 -0.01 -0.01 0.00
C -3.9130 3.6512 2.0817 0.02 -0.03 -0.06
C -2.8174 2.6001 2.2543 0.01 -0.01 0.04
C -3.0503 1.9043 3.5994 -0.03 -0.06 -0.04
C -1.4805 3.3430 2.3917 0.03 -0.05 -0.03
P -2.5979 1.3247 0.8405 -0.01 0.03 -0.04
C -3.4059 1.9386 -0.7041 -0.06 0.08 0.07
C -2.7988 1.5647 -1.9040 0.07 0.06 -0.02
C -3.3815 1.8461 -3.1294 0.03 -0.01 0.01
C -4.5928 2.5169 -3.1867 -0.01 -0.01 -0.01
C -5.2184 2.8876 -2.0079 -0.01 0.00 -0.01
C -4.6372 2.5920 -0.7833 0.06 -0.01 0.02
C -3.7423 -0.1612 1.1207 0.01 -0.03 -0.01
C -5.1949 0.1750 1.4712 0.05 0.01 -0.03
C -3.1295 -1.0821 2.1792 -0.01 0.03 0.03
C -3.7869 -0.9384 -0.2029 -0.04 0.01 0.01
H -3.8524 4.3398 2.9285 0.01 0.02 0.02
H -4.9117 3.2151 2.0947 -0.04 -0.02 -0.01
H -3.7862 4.2350 1.1714 0.00 0.02 -0.03
H -2.9706 2.6613 4.3841 0.00 0.01 0.00
H -2.2997 1.1502 3.8030 -0.01 -0.01 0.00
H -4.0345 1.4539 3.6863 -0.06 -0.04 -0.02
H -1.5282 3.9859 3.2741 0.00 0.01 0.03
H -1.2622 3.9672 1.5318 0.02 0.05 -0.07
H -0.6505 2.6436 2.5332 0.00 0.01 0.00
H -1.8431 1.0512 -1.8748 0.00 0.01 -0.01
H -2.8864 1.5448 -4.0424 0.02 -0.01 -0.02
H -5.0469 2.7441 -4.1416 -0.01 0.01 -0.03
H -6.1698 3.4026 -2.0353 -0.02 0.01 0.00
H -5.1666 2.8765 0.1086 -0.03 0.01 0.05
H -5.7412 -0.7613 1.6134 -0.01 -0.03 0.01
H -5.3046 0.7553 2.3817 0.02 0.05 0.08
H -5.6836 0.7103 0.6584 -0.01 0.02 -0.02
H -3.2267 -0.6804 3.1839 0.01 0.03 0.04
H -2.0700 -1.2591 1.9775 0.00 0.01 0.00
H -3.6433 -2.0464 2.1584 0.00 0.02 0.02
H -4.3227 -0.3924 -0.9773 -0.01 -0.03 -0.01
H -4.3111 -1.8809 -0.0319 -0.01 -0.02 0.01
H -2.7861 -1.1663 -0.5736 0.00 -0.01 -0.01
C -2.0051 -3.6451 -2.4861 0.05 -0.02 0.10
Si -0.9186 -3.3758 -0.9665 0.03 0.00 -0.01
C 0.5178 -4.5947 -1.0384 -0.14 0.03 0.02
C -1.9123 -3.8768 0.5561 0.05 0.00 -0.06
Si -0.1069 -1.1477 -0.9668 0.21 0.07 -0.09
Si 0.9519 -0.8921 -3.0830 -0.07 -0.09 -0.06
C 1.9525 -2.3459 -3.7568 -0.01 0.10 0.02
C -0.4834 -0.5923 -4.2827 0.14 -0.03 0.03
C 2.0383 0.6395 -3.2297 -0.06 -0.06 0.04
Si 0.8408 -0.0187 2.5846 0.01 -0.05 0.07
C 2.4504 0.8533 3.1320 -0.06 -0.05 -0.01
C -0.1531 0.0877 4.2097 0.10 -0.05 -0.07
C 1.2735 -1.8741 2.5311 -0.03 0.09 0.01
H -2.4462 -4.6441 -2.4509 -0.01 -0.04 0.01
H -1.4283 -3.5687 -3.4073 0.05 0.01 -0.05
H -2.8196 -2.9218 -2.5366 -0.04 0.05 0.00
H 0.1099 -5.6034 -1.1442 -0.02 -0.03 0.00
H 1.0932 -4.5683 -0.1131 0.02 0.01 0.03
H 1.1976 -4.4185 -1.8683 0.04 0.03 -0.06
H -1.9040 -4.9673 0.6219 0.00 -0.05 -0.01
H -2.9506 -3.5575 0.4919 -0.01 0.02 0.00
H -1.4950 -3.4855 1.4842 0.02 -0.02 -0.02
H 1.3706 -3.2655 -3.8057 -0.05 -0.05 0.00
H 2.8428 -2.5376 -3.1559 0.01 0.00 0.00
H 2.2872 -2.1110 -4.7704 0.01 0.02 -0.03
H -1.2182 -1.3956 -4.2949 -0.04 -0.05 0.02
H -0.0908 -0.4744 -5.2959 0.01 -0.01 -0.04
H -0.9959 0.3318 -4.0209 -0.05 0.09 0.03
H 2.9951 0.5248 -2.7219 0.05 -0.01 0.04
H 1.5405 1.5243 -2.8296 -0.03 0.04 0.03
H 2.2411 0.8147 -4.2890 0.01 0.01 -0.05
H 2.3453 1.9411 3.1290 -0.01 0.06 -0.01
H 3.3113 0.5992 2.5141 0.02 -0.01 -0.03
H 2.6862 0.5534 4.1565 0.00 -0.01 0.04
H -0.3565 1.1127 4.5175 -0.01 0.06 0.02
H 0.4718 -0.3618 4.9864 0.04 -0.03 0.03
H -1.0896 -0.4679 4.1913 -0.06 -0.03 -0.01
H 2.0514 -2.0752 1.7973 0.06 -0.01 -0.06
H 0.4020 -2.4745 2.2620 -0.04 -0.02 0.00
H 1.6341 -2.2161 3.5048 0.02 -0.01 0.06